# C5H10O2

A 2-piece molecular cluster, C5H10O2 overall (wB97M-V/def2-TZVPD, the OMol25 dataset).

Last column: natural (NBO) charge in e.
Atoms and positions in Å:
C -0.721 -0.437 -2.697  -0.459
C -0.245 -0.246 -1.453  0.281
O 0.275 -1.318 -0.756  -0.717
C -0.834 0.785 -0.486  -0.256
C -0.168 1.150 0.624  -0.173
C -0.219 2.585 1.147  -0.641
H -0.355 -1.338 -3.174  0.208
H -1.548 0.074 -3.149  0.211
H -0.333 -1.487 -0.014  0.487
H -1.494 1.470 -1.019  0.197
H 0.824 0.688 0.634  0.214
H -0.173 2.620 2.232  0.217
H -1.096 3.110 0.760  0.209
H 0.608 3.152 0.705  0.223
O 1.863 -3.252 2.325  -0.946
H 2.399 -3.680 1.650  0.476
H 1.220 -3.874 2.670  0.471

Forces on atoms 1 to 6 (eV/Å):
C 1.077 -0.631 0.743
C -4.094 -0.467 1.719
O 1.238 -0.302 -0.168
C 1.738 0.548 -1.691
C 0.890 1.302 -2.121
C -0.545 -0.720 -0.151

Calculated values
structure (SMILES) = C=C(O)/C=C/C.O
energy relative to the best compared isomer or geometry (same formula, charge and spin) = 3.518 eV
HOMO = -8.47 eV
gap between HOMO and LUMO = 9.184 eV
E_LUMO = 0.71 eV

# C5H10O2

C5H10O2 as an isolated structure (wB97M-V/def2-TZVPD, the OMol25 dataset).

Last column: natural (NBO) charge in e.
Atoms and positions in Å:
C 1.054 -1.385 0.413  -0.698
C -0.441 -0.249 0.557  -0.173
C -0.032 1.231 0.740  0.038
O 1.295 1.459 1.210  -0.748
C -0.261 1.343 -0.730  -0.623
C -1.118 0.131 -0.789  0.043
O -0.851 -0.778 -1.864  -0.739
H 0.550 -2.340 0.282  0.248
H 1.443 -1.185 1.408  0.269
H 1.861 -1.284 -0.326  0.289
H -0.856 -0.914 1.316  0.239
H -0.689 1.711 1.492  0.163
H 1.777 1.612 0.380  0.475
H -0.494 2.274 -1.249  0.197
H 0.599 -0.447 -0.212  0.412
H -2.223 0.182 -0.662  0.147
H -1.614 -1.361 -1.968  0.462

Forces on atoms 1 to 6 (eV/Å):
C 0.094 -0.259 0.187
C -0.114 -0.153 0.248
C -0.145 -0.158 0.110
O 0.098 0.050 -0.159
C -0.132 0.290 -0.107
C -0.020 -0.034 0.221

Calculated values
energy relative to the best compared isomer or geometry (same formula, charge and spin) = 7.481 eV
HOMO = -6.80 eV
gap between HOMO and LUMO = 7.372 eV
E_LUMO = 0.58 eV

# C5H10O2

A 2-piece molecular cluster, C5H10O2 overall (wB97M-V/def2-TZVPD, the OMol25 dataset).

Last column: natural (NBO) charge in e.
Atoms and positions in Å:
C 2.093 0.053 -0.391  -0.637
C 1.232 -0.560 0.676  -0.302
C 0.287 -1.491 0.534  0.128
O -0.327 -1.897 -0.615  -0.706
H 2.111 1.149 -0.378  0.215
H 1.810 -0.256 -1.399  0.215
H 3.113 -0.300 -0.201  0.211
H 1.482 -0.292 1.700  0.201
H -0.092 -2.040 1.393  0.173
H -0.266 -1.167 -1.252  0.493
C -1.800 0.825 0.609  -0.741
C -1.361 1.172 -0.789  0.470
O -0.346 0.854 -1.364  -0.559
H -2.571 1.550 0.869  0.221
H -1.011 0.813 1.364  0.254
H -2.245 -0.179 0.588  0.259
H -2.109 1.764 -1.343  0.104

Forces on atoms 1 to 6 (eV/Å):
C 0.094 -0.067 -0.044
C 0.052 -0.332 0.042
C 0.203 0.100 0.349
O 0.157 0.121 -0.150
H -0.091 -0.213 0.077
H 0.073 0.008 0.182

Calculated values
structure (SMILES) = C/C=C\O.CC=O
energy relative to the best compared isomer or geometry (same formula, charge and spin) = 2.321 eV
HOMO = -8.41 eV
gap between HOMO and LUMO = 9.273 eV
E_LUMO = 0.86 eV

# C5H10O2

A 2-piece molecular cluster, C5H10O2 overall (wB97M-V/def2-TZVPD, the OMol25 dataset).

Last column: natural (NBO) charge in e.
Atoms and positions in Å:
C 1.423 -1.977 0.685  -0.542
C 0.806 -0.920 0.179  0.343
O 1.372 -0.104 -0.760  -0.699
C -0.568 -0.465 0.580  -0.450
C -0.492 0.786 1.456  -0.600
H 0.951 -2.598 1.422  0.211
H 2.417 -2.260 0.379  0.193
H 2.260 -0.421 -0.966  0.484
H -1.138 -0.238 -0.325  0.214
H -1.071 -1.267 1.118  0.219
H 0.041 1.578 0.936  0.208
H 0.035 0.565 2.382  0.211
H -1.492 1.137 1.700  0.211
C -1.133 1.545 -2.198  0.269
O -1.982 1.133 -2.931  -0.499
H -0.088 1.203 -2.237  0.128
H -1.340 2.301 -1.421  0.098

Forces on atoms 1 to 6 (eV/Å):
C 0.100 -0.064 -0.017
C -0.201 -0.232 0.080
O -0.018 0.163 -0.053
C 0.294 0.202 -0.035
C -0.073 -0.105 -0.096
H -0.196 -0.094 0.150

Calculated values
structure (SMILES) = C=C(O)CC.C=O
energy relative to the best compared isomer or geometry (same formula, charge and spin) = 2.347 eV
HOMO = -9.12 eV
gap between HOMO and LUMO = 9.812 eV
E_LUMO = 0.69 eV